27
Properties=species:S:1:pos:R:3:mulliken_charge:R:1 method="wB97M-V/def2-TZVPD" mol_weight_g_mol=161.2 lumo_energy_ev="-3.69 / -7.50" spin_multiplicity=2 total_charge=+1 relative_energy_kcal_mol=75.2 total_energy_ev=-13129.9438
C 0.06497 -0.22995 -2.60872 -0.7078
C 1.64232 -0.14210 -2.52275 -0.8255
H -0.41978 0.30793 -1.84418 0.0460
H -0.31150 0.21810 -3.50754 0.4341
H -0.37029 -1.17728 -2.54896 0.3158
H 2.00564 -0.17888 -1.49490 0.1856
H 2.11545 0.70475 -3.07381 0.3155
H 1.99337 -1.13445 -2.77158 0.2888
C 0.59396 2.48960 2.12779 -1.3608
C 1.48076 0.05563 2.10207 -0.4846
C 0.62030 1.05191 1.83932 0.5871
C -0.02911 -1.05663 0.75843 -0.2329
C -0.43882 0.27987 1.05450 0.9239
C -0.77281 -2.00118 0.01584 -0.8647
C -1.60467 0.70974 0.48366 -0.5872
C -2.10952 -1.59718 -0.16794 -0.1596
C -2.50262 -0.31975 0.11890 -0.3067
N 1.23311 -1.23377 1.39863 -0.0320
H 2.24523 0.27101 2.93292 0.3497
H 1.64091 -2.12394 1.71521 0.3008
H 1.02516 3.29585 1.73026 0.4083
H 0.88380 2.66547 3.15476 0.3489
H -0.30495 -2.82950 -0.33283 0.5586
H -1.87434 1.66709 0.39521 0.5973
H -2.73416 -2.35717 -0.72882 0.3509
H -3.57560 -0.23276 -0.31202 0.2807
H -0.49681 2.89758 2.08656 0.2699

***

27
Properties=species:S:1:pos:R:3:mulliken_charge:R:1 method="wB97M-V/def2-TZVPD" mol_weight_g_mol=161.2 lumo_energy_ev="-3.54 / -7.34" spin_multiplicity=2 total_charge=+1 relative_energy_kcal_mol=27.6 total_energy_ev=-13132.0109
C -1.29440 -1.54306 -1.55498 -1.1312
C 0.54796 -0.54148 0.01487 1.0122
C 0.05529 -1.55358 -0.93083 0.3628
C 1.94858 -0.76219 0.20907 -0.1411
C 1.12921 -2.32314 -1.12448 -0.5955
C -0.05538 0.57970 0.51858 0.2226
C 0.67264 1.40757 1.40053 -0.3879
C 1.99049 1.03627 1.74865 -0.5392
C 2.71715 0.16322 1.00107 -0.5998
N 2.33846 -1.80582 -0.51713 -0.0029
H -1.11736 0.66440 0.31092 -0.0499
H 0.11597 2.24851 1.80333 0.4579
H 2.45645 1.55057 2.57734 0.4028
H -1.80902 -2.49590 -1.50061 0.3724
H -1.25457 -1.15335 -2.57147 0.3014
H 1.19990 -3.21803 -1.72869 0.4363
H 3.26426 -2.01240 -0.85388 0.2830
H 3.78204 -0.00484 1.12238 0.3683
H -1.93671 -0.83006 -1.03792 0.1830
C -3.89354 2.12071 0.63836 -0.8056
C -3.71087 2.25363 -0.87190 -0.6729
H -3.71523 3.14714 1.02299 0.2464
H -4.92052 1.92176 0.94287 0.3223
H -3.15952 1.52545 1.17028 0.2449
H -3.30619 1.33990 -1.29361 0.1031
H -2.94944 2.99806 -1.10721 0.2613
H -4.60009 2.67699 -1.32497 0.3450

***

28
Properties=species:S:1:pos:R:3:mulliken_charge:R:1 method="wB97M-V/def2-TZVPD" mol_weight_g_mol=175.3 lumo_energy_ev=-3.20 total_charge=+1 relative_energy_kcal_mol=11.3 smiles="CN1C(=[NH2+])C(C)(C)c2ccccc21" total_energy_ev=-14623.2500
C 0.34132 2.95489 0.32232 -1.0105
N 0.17386 1.49723 0.24124 0.1395
C 1.16315 0.50680 -0.03072 0.0639
N 2.40842 0.78531 -0.26828 -0.2787
C 0.56830 -0.91430 -0.03992 1.6124
C 1.17836 -1.86832 -1.05940 -1.5868
C 0.85751 -1.47492 1.37270 -1.3854
C -0.90616 -0.53481 -0.16049 0.4401
C -2.00623 -1.41050 -0.16966 -0.3454
C -3.28254 -0.84512 -0.14328 -0.7612
C -3.41415 0.50106 0.10297 -0.6578
C -2.35402 1.38581 0.13486 -0.6320
C -1.12727 0.82206 0.05166 0.0090
H 0.81742 3.46176 -0.51832 0.3646
H 0.92240 3.21355 1.27061 0.3582
H -0.58792 3.55611 0.35720 0.3229
H 3.08968 -0.04445 -0.23264 0.3139
H 2.61783 1.70989 -0.35804 0.2304
H 2.08953 -2.38222 -0.76252 0.4258
H 1.30675 -1.32318 -1.94305 0.4879
H 0.36959 -2.70729 -1.08172 0.2935
H 0.01873 -2.12488 1.54740 0.4163
H 0.59513 -0.62365 2.07054 0.4170
H 1.88343 -1.92932 1.37610 0.3610
H -1.63735 -2.40585 -0.42690 0.3194
H -4.13384 -1.57106 -0.10616 0.3611
H -4.32028 0.93963 -0.05095 0.4491
H -2.73528 2.36388 0.49528 0.2716

***

30
Properties=species:S:1:pos:R:3:mulliken_charge:R:1 method="wB97M-V/def2-TZVPD" mol_weight_g_mol=207.3 lumo_energy_ev=-3.65 total_charge=+1 relative_energy_kcal_mol=4.0 smiles="CC(=O)[C@]12CCC[N+]1=C1CCCN1C2=O" total_energy_ev=-18717.8660
C 2.55385 2.03118 -0.57186 -1.4292
C 1.56467 0.97197 -0.91308 0.5430
O 1.30374 0.53354 -2.02557 -0.5345
C 0.90444 0.22245 0.36886 0.4755
C 2.03122 -0.40050 1.14069 -0.2664
C 2.19146 -1.66793 0.35325 -0.8745
C 0.71191 -2.21557 0.14293 -0.7078
N 0.04779 -0.93243 -0.04635 0.1464
C -1.20642 -0.48403 -0.06892 -0.0209
C -2.52902 -1.11954 -0.27013 -0.8229
C -3.42492 0.12043 -0.61056 -0.5754
C -2.69441 1.31585 -0.01618 -0.4613
N -1.35485 0.82444 0.15844 0.3907
C -0.12240 1.34561 0.65739 -0.0350
O 0.03925 2.38728 1.21927 -0.5677
H 3.42373 1.52032 -0.73242 0.4238
H 2.34237 2.48742 0.43636 0.3451
H 2.44396 2.72880 -1.37440 0.4159
H 1.60489 -0.65766 2.22043 0.3103
H 3.03085 0.08092 1.17656 0.3505
H 2.59649 -1.43743 -0.53656 0.4237
H 2.89254 -2.30629 0.86377 0.4564
H 0.44578 -2.68895 -0.70167 0.5294
H 0.30551 -2.82631 1.01124 0.3058
H -2.51399 -1.85100 -1.01664 0.4639
H -2.70809 -1.65460 0.59991 0.4121
H -3.71503 0.06653 -1.75806 0.3150
H -4.33698 -0.10891 -0.12055 0.3248
H -2.78549 2.18006 -0.64585 0.3476
H -3.04285 1.53433 1.05968 0.3156

***

31
Properties=species:S:1:pos:R:3:mulliken_charge:R:1 method="wB97M-V/def2-TZVPD" mol_weight_g_mol=237.3 lumo_energy_ev=0.65 relative_energy_kcal_mol=40.3 smiles="C=CCN1CN(Cc2ccco2)CNC1=S" total_energy_ev=-29002.1551
C -2.19049 -3.66525 -0.15463 -0.7928
C -2.33870 -2.39830 -0.49277 0.0087
C -2.56693 -1.28516 0.48212 -0.8356
N -1.61446 -0.21292 0.29490 0.1582
C -0.22199 -0.51054 0.53352 -0.7332
N 0.44322 0.68472 0.99701 0.0144
C 1.78205 0.46199 1.52261 -1.2327
C 2.77288 -0.02396 0.51088 0.7621
C 3.07143 -1.27684 0.05847 -0.5379
C 4.05455 -1.11344 -0.94838 -0.3694
C 4.27679 0.22444 -1.03682 -0.5563
O 3.50513 0.89210 -0.16277 -0.3220
C 0.37800 1.69945 -0.02985 -0.5135
N -1.00622 1.91158 -0.36660 -0.1323
C -1.98388 1.00087 -0.15897 0.2155
S -3.55266 1.42291 -0.47758 -0.4804
H -2.04836 -4.43966 -0.88843 0.2703
H -2.22499 -3.98398 0.87469 0.2675
H -2.30755 -2.09254 -1.52999 0.3378
H -3.55925 -0.84852 0.31932 0.3325
H -2.50160 -1.65266 1.51194 0.3285
H 0.24322 -0.92122 -0.38788 0.3538
H -0.16455 -1.27376 1.31579 0.3394
H 1.69664 -0.26577 2.33239 0.4257
H 2.12958 1.41260 1.93467 0.4000
H 2.65329 -2.20004 0.40467 0.5067
H 4.52506 -1.88618 -1.52029 0.4290
H 4.93220 0.80507 -1.65472 0.4678
H 0.94205 1.41020 -0.94267 0.2729
H 0.80703 2.62722 0.36131 0.3547
H -1.31762 2.83370 -0.62480 0.2607

***

30
Properties=species:S:1:pos:R:3:mulliken_charge:R:1 method="wB97M-V/def2-TZVPD" mol_weight_g_mol=203.3 lumo_energy_ev=-3.99 total_charge=+1 relative_energy_kcal_mol=7.8 total_energy_ev=-17602.9353
C 2.84150 -0.13907 -0.14136 -0.7477
C 2.12134 -0.62113 -1.22399 -0.2204
C 2.51927 1.21942 -0.06788 -0.8842
C -3.24889 0.15847 -1.25346 -0.3209
C -1.98774 0.77096 0.36377 0.5450
C 1.32864 0.45024 -1.64619 -0.6263
C -1.48221 -0.45724 -0.10187 0.1461
C -1.34295 1.50414 1.42047 -0.5557
C -0.22817 0.72283 2.13841 -0.5297
C -0.27347 -0.97328 0.32746 0.7302
C 0.15755 -2.30014 -0.13692 -1.8658
N -3.03565 1.07576 -0.33286 -0.7146
N 1.64551 1.56461 -0.97789 0.1592
N -2.37318 -0.85351 -1.14050 -0.0531
N 0.34786 -0.40808 1.36269 0.0262
H 3.52049 -0.75244 0.42272 0.5497
H 2.24007 -1.59343 -1.73581 0.6146
H 2.73054 1.76165 0.82408 0.4747
H -3.93956 0.29652 -2.10434 0.3882
H -1.06214 2.51027 1.00241 0.2848
H -2.20648 1.71550 2.08338 0.4010
H 0.62022 1.54844 2.20640 0.1866
H -0.62803 0.25657 3.14629 0.3633
H 1.18426 -2.76994 0.09794 0.3463
H 0.25966 -2.16977 -1.19544 0.5793
H -0.70257 -2.96488 0.16973 0.3796
H 1.49053 2.51627 -1.25162 0.2533
H -2.32475 -1.76592 -1.53880 0.1935
H 0.60835 0.56220 -2.42763 0.5039
H 1.22004 -0.86504 1.71080 0.3929